Computed, not measured: 2 unconnected molecules or ions with the total composition C4H12O2 at a distorted geometry, with the ωB97M-V functional and the def2-TZVPD basis.

Structure (ORCA input):
```
! wB97M-V def2-TZVPD RIJCOSX def2/J DEFGRID3
* xyz 0 1
C 1.6198 -0.2815 2.2623
C 0.2694 -1.1717 2.7629
O -0.1003 -2.4771 1.9251
H 2.4404 -0.8135 1.6787
H 2.0781 0.0519 3.1820
H 1.1431 0.6232 1.8576
H 0.2169 -1.4927 3.8286
H -0.6939 -0.5854 2.6532
H 0.4582 -3.1098 2.3903
C -1.0965 2.0041 -2.5184
C -0.7551 0.5803 -2.1752
O -0.4717 -0.2015 -3.4555
H -1.0394 2.6389 -1.6323
H -2.1892 1.8081 -2.9394
H -0.5547 2.4323 -3.3329
H 0.1310 0.8045 -1.5618
H -1.6166 0.1029 -1.6538
H 0.1606 -0.9130 -3.2714
*
```

Strongest force on any atom (eV/Å): 4.42
LUMO energy (eV): 0.8
Energy relative to the best compared isomer or geometry (same formula, charge and spin) (kcal/mol): 58.0

=====

Computed, not measured: 5 unconnected molecules or ions with the total composition C2H13NO5 at a distorted geometry, with the ωB97M-V functional and the def2-TZVPD basis.

Structure (ORCA input):
```
! wB97M-V def2-TZVPD RIJCOSX def2/J DEFGRID3
* xyz 1 2
C 0.6031 -1.5522 2.5085
C -0.4122 -0.4690 2.5395
N -1.3227 -0.4715 3.4958
O -0.4669 0.3516 1.5992
H 1.5970 -1.2307 2.2209
H 0.2112 -2.3252 1.8364
H 0.6169 -2.0997 3.4571
H -2.0649 0.2171 3.5173
H -1.4221 -1.1376 4.2449
H 1.1494 0.8706 -2.4160
H 2.0136 -0.2655 -3.0435
O 1.3833 0.4503 -3.2431
H -4.6940 2.7007 -3.6137
H -3.3162 2.7740 -3.0320
O -3.9077 2.1475 -3.4725
H 0.8786 0.5332 0.3446
H -0.0282 -0.1010 -0.8044
O 0.8048 0.3202 -0.5988
H 2.2665 -0.6768 -0.8017
H 3.8281 -0.6647 -1.0982
O 3.0131 -1.1931 -1.1814
*
```

Strongest force on any atom (eV/Å): 2.26
LUMO energy (spin up / spin down) (eV): -4.4 / -10.2
Energy relative to the best compared isomer or geometry (same formula, charge and spin) (kcal/mol): 42.7
Expectation value of S²: 0.7569

=====

Computed, not measured: a molecular structure, C21H30As3N6NiO10S4, with the ωB97M-V functional and the def2-TZVPD basis.

Structure (ORCA input):
```
! wB97M-V def2-TZVPD RIJCOSX def2/J DEFGRID3
* xyz -1 1
Ni -0.4403 0.8898 0.6297
S 2.3759 -1.8670 2.0559
As 1.4982 0.0738 2.7854
S -0.6715 0.1191 2.7103
S 1.6652 1.4488 1.1024
S 2.4963 0.5361 4.5394
N 0.4431 -0.1568 -1.3338
N 0.9661 0.8552 -2.1412
C 0.6541 2.1377 -1.8775
N 1.3490 3.0730 -2.5392
N -0.3418 2.3258 -1.0072
N -0.7534 3.5981 -0.7167
O -1.5053 3.6928 0.2256
O -0.4157 4.5602 -1.4114
H 1.2070 -0.6675 -0.8758
H -0.0318 -0.8453 -1.9120
H 1.8234 0.6686 -2.6418
H 2.2458 2.8239 -2.9175
H 1.1266 4.0348 -2.3342
C -6.5668 -0.1139 -0.0748
C -5.0966 0.1627 0.0435
C -4.1684 -0.4951 -0.7521
C -2.8202 -0.2444 -0.5799
N -2.3563 0.6033 0.3402
C -3.2418 1.2492 1.1051
C -4.6038 1.0625 0.9816
H -6.8090 -0.5568 -1.0398
H -7.1504 0.7983 0.0491
H -6.8789 -0.8154 0.7015
H -4.4810 -1.2282 -1.4836
H -2.0752 -0.7562 -1.1705
H -2.8240 1.9263 1.8373
H -5.2737 1.6116 1.6307
C -2.2794 -2.4041 -3.6712
O -1.3817 -2.7325 -2.6119
C -1.9071 -3.4894 -1.6151
O -3.0920 -3.6606 -1.4799
C -0.8279 -3.9739 -0.6994
C -0.2654 -5.1672 -0.8884
As 1.3086 -5.8187 0.1533
C 0.1914 -6.4905 1.6256
C 1.9466 -4.0749 0.6320
C 1.1554 -3.2086 1.5688
As -0.4949 -2.5383 0.6495
C -2.0455 -3.1008 1.7263
C 0.9853 -3.8008 2.9594
O 1.6176 -4.7102 3.4280
O 0.0921 -3.0920 3.6762
C 0.1203 -3.3253 5.0818
C 2.4665 -3.4335 -0.5195
O 2.1957 -2.2996 -0.9359
O 3.3706 -4.1207 -1.3147
C 4.3384 -4.9626 -0.7050
C -0.7714 -6.0085 -2.0015
O -1.3621 -5.6275 -2.9879
O -0.5079 -7.3128 -1.7890
C -0.9596 -8.1959 -2.8121
H -1.8174 -1.5908 -4.2258
H -3.2507 -2.1012 -3.2854
H -2.4042 -3.2766 -4.3127
H -0.3804 -7.3133 1.1932
H -0.5039 -5.7464 2.0092
H 0.8167 -6.8539 2.4364
H -1.9291 -4.0936 2.1551
H -2.9079 -3.0980 1.0580
H -2.1737 -2.3672 2.5182
H -0.6248 -2.6567 5.5047
H 1.1072 -3.0873 5.4783
H -0.1193 -4.3642 5.3081
H 5.2886 -4.7705 -1.2074
H 4.0728 -6.0140 -0.8267
H 4.4240 -4.7441 0.3596
H -0.7021 -9.1958 -2.4747
H -0.4613 -7.9736 -3.7552
H -2.0358 -8.1033 -2.9537
*
```

Strongest force on any atom (eV/Å): 0.56
LUMO energy (spin up / spin down) (eV): 2.1 / 2.1
Energy relative to the best compared isomer or geometry (same formula, charge and spin) (kcal/mol): 4.4

=====

Computed, not measured: C5H14N2O2Si in the gas phase at a distorted geometry, with the ωB97M-V functional and the def2-TZVPD basis.

Structure (ORCA input):
```
! wB97M-V def2-TZVPD RIJCOSX def2/J DEFGRID3
* xyz 0 1
C -3.7908 0.4821 -0.1295
C -2.7650 0.3147 -1.2076
N -1.7831 -0.5561 -0.7064
N -0.9814 -0.1556 0.0556
O -0.9047 0.8773 0.7292
O 0.0856 -0.9837 0.1670
Si 1.6319 -0.2799 0.4474
C 2.7035 -1.7152 -0.1325
C 1.8424 0.9685 -1.0352
C 1.7963 0.0677 2.2237
H -4.8443 0.7474 -0.5034
H -3.9850 -0.4369 0.2544
H -3.5741 1.1570 0.6686
H -3.0299 -0.0594 -2.2364
H -2.1376 1.2185 -1.3623
H 2.6679 -2.5926 0.4042
H 2.2335 -1.8721 -1.0589
H 3.6566 -1.4552 -0.3662
H 2.1304 0.4765 -1.9527
H 0.8960 1.3193 -1.2646
H 2.6218 1.8205 -0.8026
H 1.3583 0.9835 2.4517
H 1.3241 -0.5614 2.9153
H 2.8476 0.2351 2.4412
*
```

Strongest force on any atom (eV/Å): 4.96
LUMO energy (eV): 0.9
Energy relative to the best compared isomer or geometry (same formula, charge and spin) (kcal/mol): 93.3

=====

Computed, not measured: a molecular structure, C4H11N2O at a distorted geometry, with the ωB97M-V functional and the def2-TZVPD basis.

Structure (ORCA input):
```
! wB97M-V def2-TZVPD RIJCOSX def2/J DEFGRID3
* xyz 1 1
C -0.5013 -1.4289 -0.3322
C -0.1729 0.2192 0.5649
C 2.0590 -1.0526 0.2612
C -2.6798 0.0605 0.0484
N 0.6408 -0.7588 0.2575
N -1.2957 -0.3422 0.1443
O 1.3780 2.2815 -0.1762
H -0.5444 -1.4071 -1.4035
H -0.6320 -2.5166 0.1321
H 0.0321 1.1027 1.0196
H 2.4020 -1.1614 1.3678
H 2.2363 -1.9415 -0.5011
H 2.5838 -0.3190 -0.3558
H -2.5674 1.1195 -0.2715
H -3.2584 -0.5456 -0.6758
H -3.2470 -0.0606 1.0151
H 2.2721 2.6124 -0.4399
H 0.8489 3.0443 -0.0340
*
```

Strongest force on any atom (eV/Å): 4.09
LUMO energy (eV): -3.1
Energy relative to the best compared isomer or geometry (same formula, charge and spin) (kcal/mol): 77.4

=====

Computed, not measured: a molecular structure, C15H36N5O10SZr at a distorted geometry, with the ωB97M-V functional and the def2-TZVPD basis.

Structure (ORCA input):
```
! wB97M-V def2-TZVPD RIJCOSX def2/J DEFGRID3
* xyz 1 1
Zr -1.1219 2.2829 1.6419
O -0.5668 0.6812 0.5885
H -0.5217 0.0612 -0.1458
S -3.9547 2.2590 1.3852
O -2.8922 1.3779 2.1486
O -4.5287 3.1554 2.3244
O -2.7930 2.9100 0.5821
O -4.7982 1.4604 0.5913
C 2.0628 -1.9000 0.6002
O 2.3342 -2.4379 -0.4503
N 2.8122 -1.9897 1.7239
C 2.5338 -1.2509 2.9342
C 3.9652 -2.8605 1.7832
H 1.1668 -1.2568 0.6747
H 2.7602 -1.8906 3.7907
H 1.5154 -0.8914 3.0806
H 3.1702 -0.3630 3.0345
H 3.8406 -3.6114 2.5695
H 4.0981 -3.4205 0.8638
H 4.8643 -2.2769 1.9918
C -1.1182 -0.1199 4.1262
O -0.7273 0.5493 3.1439
N -1.2871 -1.4162 4.0836
C -1.5648 -2.1881 5.3008
C -1.1148 -2.1601 2.8540
H -1.3527 0.3392 5.0893
H -2.6387 -2.3176 5.4428
H -1.1808 -1.6848 6.1844
H -1.1036 -3.1652 5.1961
H -1.8736 -2.9248 2.7248
H -1.0655 -1.4738 2.0096
H -0.1310 -2.6506 2.8316
C -4.4857 -1.6276 -0.4506
O -5.6778 -1.7451 -0.3023
N -3.7849 -2.0188 -1.5478
C -2.3673 -1.8039 -1.6474
C -4.4329 -2.5066 -2.7345
H -3.8261 -1.1696 0.3099
H -1.9369 -1.1949 -2.4517
H -1.9618 -2.7855 -1.9568
H -1.8678 -1.5506 -0.7145
H -5.5083 -2.5191 -2.5567
H -4.2872 -1.8105 -3.5661
H -4.1189 -3.5107 -3.0212
C 0.9224 0.2924 -3.1494
O 0.0309 0.3777 -3.9699
N 2.2376 0.2273 -3.4038
C 3.1739 0.0089 -2.3215
C 2.7535 0.1327 -4.7373
H 0.6968 0.2347 -2.0703
H 2.7534 0.2982 -1.3592
H 4.0301 0.6658 -2.5055
H 3.4983 -1.0283 -2.2514
H 3.6305 0.7619 -4.8849
H 3.0291 -0.8987 -4.9922
H 1.9742 0.3855 -5.4548
C 0.0095 4.0349 -1.1218
O -0.3168 3.1540 -0.2885
N 1.2291 4.3645 -1.4238
C 1.5010 5.2837 -2.5216
C 2.3814 3.6440 -0.9286
H -0.7659 4.5409 -1.7028
H 2.4026 5.8581 -2.3424
H 0.6814 5.9755 -2.7176
H 1.5857 4.7208 -3.4572
H 2.7849 3.0245 -1.7309
H 3.1656 4.3368 -0.6317
H 2.0781 3.0211 -0.0935
*
```

Strongest force on any atom (eV/Å): 6.92
LUMO energy (eV): -5.0